The following is a quantum chemistry calculation of a molecular structure, C38H31N3O6PS3Tl, from the Open Molecules 2025 dataset.

```
83
Properties=species:S:1:pos:R:3
Tl 0.83747 -0.97560 1.08180
O 1.46973 -3.16772 4.87484
C 1.11213 -2.46935 3.90609
N 1.19162 -2.73846 2.62058
C 1.78387 -4.00189 2.27669
C 1.30023 -4.51138 0.94084
C 2.08582 -5.38874 0.19083
C 1.61206 -5.83802 -1.02585
C 0.36883 -5.40107 -1.46761
C -0.34137 -4.53419 -0.65521
N 0.10651 -4.10686 0.52307
C 0.43790 -1.13663 4.22762
C 0.23731 -0.75669 5.54352
C -0.47179 0.40725 5.79743
C -0.97394 1.14977 4.74220
C -0.72318 0.70923 3.45325
N -0.02775 -0.39511 3.21918
H 1.54917 -4.75682 3.03997
H 2.87978 -3.92832 2.25563
H 3.06404 -5.67728 0.55481
H 2.21432 -6.49898 -1.63882
H -0.03427 -5.71319 -2.42212
H -1.31143 -4.14631 -0.95258
H 0.63428 -1.39324 6.32068
H -0.62926 0.73592 6.81851
H -1.51480 2.07236 4.89495
H -1.06432 1.25601 2.58519
O 2.02484 4.14539 1.05807
S 0.89708 3.26653 1.29628
O 0.36078 3.32308 2.65045
O 1.07574 1.90991 0.78319
C -0.41517 3.98242 0.29053
C -0.55797 5.36583 0.42224
C -1.47134 6.06425 -0.34123
C -2.25020 5.37786 -1.26844
C -2.11417 4.00878 -1.38930
C -1.21121 3.27826 -0.60516
P -1.12239 1.42828 -0.80188
C -0.15413 1.35907 -2.36073
C 0.70745 2.38264 -2.74885
C 1.48640 2.26138 -3.89135
C 1.41281 1.11591 -4.66964
C 0.58100 0.07613 -4.27602
C -0.17743 0.19036 -3.12200
C -2.84461 1.14533 -1.38245
C -3.27185 0.88947 -2.67935
C -4.60602 0.60583 -2.94797
C -5.53677 0.57757 -1.92273
C -5.12420 0.83822 -0.62167
C -3.79383 1.10947 -0.35913
H 0.08291 5.88001 1.12641
H -1.56917 7.13776 -0.22678
H -2.95551 5.90745 -1.89846
H -2.72766 3.48521 -2.11231
H 0.79609 3.27557 -2.14280
H 2.16301 3.06336 -4.16089
H 2.02233 1.02029 -5.56096
H 0.54600 -0.84327 -4.84822
H -0.77265 -0.65277 -2.79153
H -2.56539 0.92472 -3.49871
H -4.91148 0.40313 -3.96836
H -6.57103 0.33010 -2.13026
H -5.83570 0.79604 0.19378
H -3.47776 1.27494 0.66559
S 3.27160 -0.38351 1.70357
C 3.85696 -0.13789 0.07383
C 5.02249 0.62159 -0.10356
C 5.57509 0.84973 -1.34854
C 4.94638 0.34636 -2.48283
C 3.78055 -0.38139 -2.33735
C 3.23157 -0.65717 -1.08144
S 1.78777 -1.66509 -1.07001
H 5.48999 1.03848 0.77985
H 6.48367 1.43520 -1.43441
H 5.34684 0.53319 -3.47271
H 3.26336 -0.75306 -3.21394
C -2.28896 -2.54060 2.42098
C -2.26134 -2.11155 0.96520
O -3.19010 -2.44859 0.22707
O -1.29837 -1.34714 0.57459
H -2.95132 -3.39799 2.52806
H -2.68535 -1.71899 3.02554
H -1.29257 -2.78076 2.78120
```

Computed properties:
- Net charge: -2
- LUMO energy: 4.4 eV

Atom charges from the Löwdin analysis, given in e for atoms 1 to 5: Tl 0.57; O -0.03; C -0.53; N -0.06; C -0.17

=====

The following is a quantum chemistry calculation of a molecular structure, C6H10O, from the Open Molecules 2025 dataset.

```
17
Properties=species:S:1:pos:R:3
C 2.20864 1.43542 -0.26677
C 0.87184 0.85034 0.01019
O 0.31369 0.92622 1.20917
C -0.33000 -0.35101 1.05268
C -1.81336 -0.09251 0.74948
C -1.41235 -0.01573 -0.72267
C 0.13525 -0.25283 -0.50948
H 2.21630 2.50603 -0.03303
H 2.98655 0.95471 0.34161
H 2.46213 1.30160 -1.32168
H -0.09773 -3.46597 0.35467
H -0.05022 -2.79180 0.67803
H -2.21337 0.82884 1.18048
H -2.46760 -0.93102 0.99883
H -1.79669 -0.85027 -1.31151
H -1.62511 0.92161 -1.23831
H 0.61202 -0.97365 -1.17167
```

Computed properties:
- LUMO energy (spin up / spin down): 0.5 / 0.5 eV

Atom charges from the Löwdin analysis, given in e for atoms 1 to 5: C 0.00; C -0.32; O 0.04; C -0.15; C -0.16

=====

The following is a quantum chemistry calculation of 11 unconnected molecules or ions with the total composition C36H96O38P8, from the Open Molecules 2025 dataset.

```
178
Properties=species:S:1:pos:R:3
C -6.69578 -3.37248 -3.84060
O -5.63922 -3.49465 -2.91275
P -4.35764 -4.43437 -3.21647
O -4.27853 -4.94649 -4.57690
O -3.11117 -3.57709 -2.74915
C -3.07190 -3.04076 -1.39480
O -4.49536 -5.56750 -2.09757
C -5.73753 -6.23661 -1.90780
H -6.74242 -4.19482 -4.55792
H -6.65019 -2.46694 -4.44859
H -7.65093 -3.36467 -3.31380
H -3.79048 -3.57869 -0.78016
H -3.19106 -1.96291 -1.41579
H -2.07047 -3.29067 -1.04637
H -6.36311 -6.23774 -2.80163
H -6.25073 -5.76139 -1.07164
H -5.53591 -7.27474 -1.65011
C -0.81359 4.79330 -1.72906
O -0.70417 4.20511 -0.41983
P -1.86094 3.28082 0.17767
O -1.60688 2.83443 1.54369
O -2.00476 2.18461 -0.96358
C -2.98454 1.15035 -0.95185
O -3.17026 4.19792 -0.03817
C -3.28190 5.44800 0.69150
H -1.80291 4.57603 -2.13993
H -0.05412 4.43352 -2.41676
H -0.74339 5.86587 -1.55662
H -3.94335 1.46757 -1.36828
H -3.18987 0.73222 0.03174
H -2.64220 0.32851 -1.58201
H -4.31248 5.54623 1.02071
H -3.07697 6.20369 -0.06805
H -2.56731 5.44551 1.51170
C 4.65387 6.95698 -2.90236
O 4.64262 5.70285 -3.56430
P 3.21422 5.09327 -4.01853
O 2.08073 5.27917 -3.10822
O 3.60958 3.59082 -4.30458
C 2.70484 2.69174 -4.95767
O 2.95905 5.74546 -5.45653
C 3.94153 5.57264 -6.45230
H 3.72358 7.15994 -2.37498
H 4.81477 7.76765 -3.62549
H 5.54846 7.05046 -2.28662
H 3.10468 1.68487 -4.94256
H 2.47960 3.04224 -5.96555
H 1.76707 2.67954 -4.40128
H 4.40536 6.51792 -6.74089
H 3.53169 5.19197 -7.39352
H 4.76041 4.87465 -6.26534
C -6.78254 -2.97949 0.44321
O -5.81359 -3.21003 1.46276
P -4.82866 -2.07667 2.03112
O -4.42555 -1.08794 1.00569
O -5.63085 -1.42376 3.26506
C -6.92411 -0.85739 3.03719
O -3.65800 -2.80555 2.80156
C -3.94462 -3.80607 3.77742
H -6.65489 -2.00374 -0.02939
H -7.78615 -3.12223 0.83463
H -6.57015 -3.68753 -0.35786
H -6.97577 -0.22875 2.14620
H -7.11545 -0.20091 3.88414
H -7.62979 -1.68869 3.00467
H -3.15687 -4.55705 3.75754
H -4.93708 -4.25583 3.76185
H -3.89379 -3.35749 4.77497
C -2.65943 -1.13006 -4.97564
O -1.36335 -0.94238 -4.41609
P -0.32486 0.04637 -5.10214
O 0.93729 0.20824 -4.37229
O -0.19058 -0.55405 -6.60104
C 0.73814 -1.60494 -6.81282
O -1.16361 1.38059 -5.30982
C -1.45473 2.17412 -4.16452
H -3.43040 -0.75117 -4.29807
H -2.88704 -2.19346 -5.02927
H -2.74620 -0.65538 -5.95097
H 0.28722 -2.47533 -7.29575
H 1.18366 -1.96553 -5.88378
H 1.50499 -1.26507 -7.51178
H -1.30192 3.22181 -4.41491
H -0.79796 1.98405 -3.31158
H -2.46850 2.02528 -3.79521
C 3.16783 -4.63631 0.46059
O 2.35027 -4.48884 -0.71040
P 2.94896 -4.04930 -2.10890
O 4.05182 -4.84172 -2.67552
O 3.41339 -2.53667 -1.78911
C 3.99632 -1.78048 -2.85313
O 1.67821 -3.89684 -3.05093
C 0.55491 -3.08349 -2.66371
H 4.22831 -4.70442 0.23702
H 2.86065 -5.57355 0.93060
H 2.90412 -3.87858 1.19503
H 4.50378 -2.45516 -3.54935
H 4.79977 -1.19488 -2.40753
H 3.25196 -1.19599 -3.39404
H 0.79365 -2.09703 -3.05736
H 0.38535 -3.15903 -1.59199
H -0.36361 -3.43560 -3.13506
C -0.35429 -4.85259 1.08775
O -0.46397 -5.52516 2.34739
P 0.05849 -4.76208 3.65349
O 1.51605 -4.75714 3.85512
O -0.55870 -3.29173 3.57626
C -0.74001 -2.51065 4.75611
O -0.82937 -5.50392 4.77889
C -0.43068 -6.81436 5.15432
H 0.33256 -4.01077 1.06909
H -1.35537 -4.53084 0.79274
H -0.06044 -5.53784 0.29181
H -1.77312 -2.16334 4.76877
H -0.09082 -1.63594 4.73165
H -0.54956 -3.05695 5.67940
H 0.50419 -7.09946 4.67294
H -1.14913 -7.59818 4.89668
H -0.35410 -6.90466 6.23785
C 6.10868 4.79726 2.70503
O 4.78054 4.86585 2.22567
P 4.07095 3.49300 1.82632
O 4.05441 2.43522 2.84281
O 2.65055 4.05675 1.35477
C 1.52791 3.85516 2.20322
O 4.77882 3.07556 0.47850
C 4.72321 3.91482 -0.67641
H 6.53156 3.79937 2.84723
H 6.18293 5.24052 3.70114
H 6.80240 5.34896 2.06888
H 0.92946 4.75340 2.34479
H 1.76679 3.49403 3.20548
H 0.92637 3.05385 1.77084
H 4.06922 3.46165 -1.41857
H 5.73378 3.97052 -1.08178
H 4.40880 4.94629 -0.51504
C 2.08026 1.47966 -1.21595
C 1.25411 0.21680 -1.10957
O 0.30624 0.38890 -0.05146
C -0.19699 -0.64416 0.59508
C -1.08564 -0.25015 1.75264
O -0.01397 -1.80054 0.30283
H 1.42317 2.30691 -1.49300
H 2.91919 1.33874 -1.89613
H 2.50158 1.75182 -0.24491
H 0.68461 0.02213 -2.01953
H 1.85271 -0.68553 -0.95622
H -0.42258 0.10642 2.53730
H -1.68759 -1.12573 1.97627
H -1.75089 0.54444 1.43862
C -0.24757 2.11220 4.73328
C 0.86040 2.39130 5.72099
O 0.51868 3.52109 6.53035
C 0.19537 3.33968 7.80759
C -0.06282 4.64067 8.52844
O 0.21861 2.28077 8.37873
H -0.62592 3.00906 4.24075
H -1.09724 1.52124 5.08486
H 0.07682 1.47304 3.90613
H 1.01802 1.50121 6.32964
H 1.78014 2.67095 5.21045
H -0.05943 4.46378 9.59851
H -1.02694 5.01860 8.18866
H 0.73786 5.34283 8.30148
C 2.68843 -0.58134 3.82947
C 2.75488 -1.24395 2.45814
O 3.67919 -0.52460 1.64005
C 4.79018 -1.12600 1.23215
C 5.82854 -0.16485 0.70886
O 4.97316 -2.31866 1.30247
H 2.23835 0.41219 3.76104
H 3.67385 -0.37477 4.24977
H 2.16105 -1.22415 4.53466
H 3.14058 -2.24386 2.65997
H 1.78316 -1.34203 1.98045
H 6.16121 0.42901 1.56062
H 5.34613 0.45194 -0.04733
H 6.67247 -0.73111 0.32934
```

Computed properties:
- SMILES: COP(=O)(OC)OC.COP(=O)(OC)OC.COP(=O)(OC)OC.COP(=O)(OC)OC.COP(=O)(OC)OC.COP(=O)(OC)OC.COP(=O)(OC)OC.COP(=O)(OC)OC.CCOC(C)=O.CCOC(C)=O.CCOC(C)=O
- LUMO energy: 0.2 eV

Atom charges from the Löwdin analysis, given in e for atoms 1 to 5: C -0.12; O -0.23; P 0.37; O -0.21; O -0.22

=====

The following is a quantum chemistry calculation of 2 unconnected molecules or ions with the total composition C14H16, from the Open Molecules 2025 dataset.

```
30
Properties=species:S:1:pos:R:3
C -2.17681 -1.00955 1.04020
C -0.97131 -1.75407 0.47804
C -0.05413 -1.18262 -0.38202
C 1.09796 -1.86886 -0.74670
C 1.35209 -3.15887 -0.29568
C 0.45113 -3.71047 0.61500
C -0.72235 -3.00899 1.00332
H -2.14989 -1.10248 2.12769
H -3.08877 -1.53853 0.77535
H -2.12674 0.00844 0.67236
H -0.09809 -0.24135 -0.89538
H 1.67792 -1.44280 -1.55714
H 2.22250 -3.64944 -0.71212
H 0.77913 -4.65239 1.03956
H -1.20310 -3.51909 1.82555
C -1.17572 2.79612 -1.81804
C -0.12959 2.39103 -0.82118
C -0.43227 2.34567 0.53151
C 0.48531 1.91690 1.46555
C 1.80961 1.69349 1.07081
C 2.08279 1.54112 -0.28519
C 1.08969 1.81934 -1.21116
H -0.84357 2.72675 -2.85098
H -1.60812 3.76263 -1.60109
H -1.96439 2.04167 -1.67170
H -1.44367 2.62331 0.81600
H 0.33607 1.75025 2.52595
H 2.63059 1.71103 1.77549
H 2.98245 1.05231 -0.63379
H 1.19131 1.65943 -2.28022
```

Computed properties:
- SMILES: Cc1ccccc1.Cc1ccccc1
- LUMO energy: 1.0 eV

Atom charges from the Löwdin analysis, given in e for atoms 1 to 5: C -0.04; C -0.27; C -0.05; C -0.09; C -0.10

=====

The calculation returns the following molecular weight values, one per record and in order: 957.24, 98.14, 1384.92, 184.28 g/mol.
The calculation returns the following strongest force on any atom values, one per record and in order: 0.8, 0.4, 2.1, 3.2 eV/A.
The calculation returns the following E_tot values, one per record and in order: -3790.94066, -309.65756, -7020.02475, -543.03754 hartree.